1.
Here is 8 unconnected molecules or ions with the total composition C3H24NO9 at a distorted geometry from the OMol25 dataset. Energies are from the ωB97M-V functional and the def2-TZVPD basis.

The geometry in XYZ format:
```
37
Properties=species:S:1:pos:R:3
C 1.871 0.484 -1.349
O 0.711 1.258 -1.262
C 1.822 -0.688 -0.339
C 1.757 -0.034 1.071
O 1.663 -1.053 1.992
N 0.562 -1.493 -0.459
H 2.711 1.120 -1.001
H 2.179 0.231 -2.373
H 0.466 1.531 -2.172
H 2.743 -1.250 -0.334
H 2.646 0.617 1.159
H 0.875 0.627 1.035
H 1.698 -0.821 2.928
H 0.341 -1.643 -1.457
H 0.596 -2.425 0.004
H -0.167 -0.869 -0.082
H -2.906 -1.661 0.192
H -2.462 -0.380 -0.267
O -2.122 -1.095 0.306
H -0.779 -1.769 -4.023
H -1.721 -1.559 -2.712
O -0.838 -1.641 -3.074
H -2.918 2.366 -0.572
H -3.761 1.384 -1.105
O -2.852 1.407 -0.759
H -1.789 3.446 1.812
H -1.436 2.240 1.162
O -1.404 3.216 0.933
H -0.998 0.396 1.593
H -2.496 0.680 2.136
O -1.553 0.910 2.188
H 1.653 3.153 1.358
H 0.387 3.017 0.458
O 1.338 2.795 0.513
H 1.148 -4.226 1.581
H 1.901 -4.342 0.253
O 1.133 -3.928 0.665
```

## Properties
Gap between HOMO and LUMO (spin up / spin down) in eV: 12.13 / 4.76
2S+1: 2
E_HOMO (spin up / spin down) in eV: -17.843 / -17.710
Total charge: +2
E in Ha: -859.892035

=====

2.
Here is a single C3H7NOS molecule from the OMol25 dataset. Energies are from the ωB97M-V functional and the def2-TZVPD basis.

The geometry in XYZ format:
```
13
Properties=species:S:1:pos:R:3
C -0.166 1.808 -0.167
O -0.102 0.775 0.811
N 0.153 -0.435 0.206
C -1.021 -1.279 0.135
C 1.417 -0.817 -0.001
S 2.794 0.048 0.218
H -0.947 1.590 -0.883
H 0.795 1.947 -0.648
H -0.409 2.723 0.406
H -1.796 -0.812 -0.479
H -1.394 -1.470 1.139
H -0.757 -2.232 -0.334
H 1.432 -1.845 -0.404
```

## Properties
Gap between HOMO and LUMO in eV: 9.04
2S+1: 1
E_HOMO in eV: -8.315
Total charge: 0
E in Ha: -646.607603
Structure (SMILES): CON(C)C=S
ΔE to the lowest compared entry with this formula, charge and spin in kcal per mole: 65.5

=====

3.
Here is a molecular structure, C33H43Ge2N6Tl at a distorted geometry from the OMol25 dataset. Energies are from the ωB97M-V functional and the def2-TZVPD basis.

The geometry in XYZ format:
```
85
Properties=species:S:1:pos:R:3
Tl 0.376 -1.110 -0.238
N 0.574 -0.796 1.896
C 0.906 -0.063 2.873
C 1.981 0.939 2.755
C 2.252 1.728 3.845
C 1.533 1.588 5.067
C 0.567 0.577 5.242
C 0.263 -0.227 4.185
H 2.388 1.162 1.720
H 3.025 2.494 3.776
H 1.754 2.276 5.880
H 0.076 0.475 6.224
H -0.446 -1.033 4.298
C 3.788 -1.774 0.631
N 5.231 -1.893 0.697
C 5.791 -0.551 0.399
N 5.341 0.023 -0.892
C 3.860 0.062 -0.874
N 3.266 -1.270 -0.651
C 3.717 -2.174 -1.756
N 5.203 -2.316 -1.771
C 5.648 -2.767 -0.423
C 5.736 -0.975 -1.935
H 3.462 -1.092 1.400
H 3.356 -2.751 0.836
H 6.889 -0.666 0.413
H 5.378 0.110 1.176
H 3.520 0.476 -1.812
H 3.522 0.718 -0.087
H 3.373 -1.761 -2.693
H 3.252 -3.155 -1.628
H 6.730 -2.864 -0.450
H 5.216 -3.766 -0.264
H 5.355 -0.609 -2.912
H 6.837 -0.944 -1.982
C -2.708 -3.839 -2.591
Ge -3.239 -3.403 -0.717
C -2.270 -4.456 0.674
C -5.209 -3.368 -0.476
Ge -2.512 -1.087 -0.495
C -3.403 -0.302 1.117
C -3.635 1.088 1.209
C -3.802 1.685 2.448
C -3.767 0.937 3.586
C -3.720 -0.437 3.509
C -3.546 -1.054 2.294
C -3.220 0.017 -1.999
C -2.764 1.274 -2.375
C -3.278 1.931 -3.513
C -4.166 1.275 -4.369
C -4.693 0.027 -3.952
C -4.169 -0.564 -2.820
H -3.633 -4.169 -3.163
H -1.942 -4.655 -2.642
H -2.271 -2.954 -3.097
H -1.650 -5.242 0.177
H -2.978 -4.935 1.368
H -1.621 -3.741 1.268
H -5.662 -4.193 -1.136
H -5.655 -2.424 -0.811
H -5.520 -3.448 0.574
H -3.637 1.700 0.293
H -4.061 2.748 2.460
H -3.804 1.419 4.559
H -3.766 -1.029 4.460
H -3.531 -2.153 2.218
H -2.002 1.754 -1.743
H -3.009 2.987 -3.706
H -4.519 1.755 -5.271
H -5.524 -0.473 -4.467
H -4.485 -1.579 -2.590
C 0.627 6.388 -0.827
C 0.722 4.871 -0.887
C 0.883 4.190 -2.113
C 0.926 2.820 -2.175
N 0.759 2.063 -1.104
C 0.512 2.665 0.075
C 0.581 4.051 0.262
H 1.545 6.807 -1.287
H 0.607 6.774 0.233
H -0.239 6.773 -1.358
H 0.946 4.751 -3.061
H 1.055 2.288 -3.110
H 0.284 1.938 0.870
H 0.441 4.456 1.255
```

## Properties
Gap between HOMO and LUMO (spin up / spin down) in eV: 5.44 / 5.52
2S+1: 2
E_HOMO (spin up / spin down) in eV: -10.110 / -10.235
Total charge: +1
E in Ha: -5937.756948

=====

4.
Here is a molecular structure, C26H36N2O5PdSSi at a distorted geometry from the OMol25 dataset. Energies are from the ωB97M-V functional and the def2-TZVPD basis.

The geometry in XYZ format:
```
72
Properties=species:S:1:pos:R:3
Pd -1.522 -0.942 1.109
C -5.218 -0.303 -0.020
O -4.188 -0.113 0.935
C -4.658 0.425 2.152
C -3.560 0.305 3.196
O -2.279 0.687 2.696
C -2.148 2.117 2.523
C -1.272 2.426 1.337
O -1.787 1.896 0.130
C -2.853 2.645 -0.423
H -5.957 -1.026 0.339
H -5.728 0.640 -0.241
H -4.752 -0.677 -0.929
H -4.974 1.464 2.003
H -5.538 -0.125 2.510
H -3.812 0.904 4.076
H -3.455 -0.730 3.523
H -3.138 2.554 2.398
H -1.707 2.532 3.432
H -1.153 3.515 1.269
H -0.276 2.005 1.468
H -2.546 3.680 -0.606
H -3.117 2.178 -1.369
H -3.737 2.649 0.221
C 1.656 -3.509 3.727
Si 1.289 -2.709 2.070
C 2.728 -1.685 1.483
C 0.734 -3.988 0.822
C -0.201 -1.622 2.553
H 2.479 -4.220 3.608
H 0.809 -4.062 4.134
H 1.980 -2.780 4.473
H 3.652 -2.172 1.806
H 2.724 -0.679 1.907
H 2.780 -1.590 0.398
H 1.610 -4.554 0.490
H 0.264 -3.560 -0.065
H 0.043 -4.705 1.271
H 0.081 -0.631 2.923
H -0.800 -2.113 3.322
O -1.168 -1.742 -0.938
C -0.195 -0.942 -1.044
N 0.578 -0.718 -2.106
C 1.533 0.361 -1.809
C 1.135 0.679 -0.330
O 1.641 1.528 0.360
N 0.137 -0.189 0.033
C 2.973 -0.118 -1.838
C 3.974 0.767 -1.440
C 5.295 0.357 -1.410
C 5.635 -0.937 -1.787
C 4.645 -1.815 -2.194
C 3.316 -1.410 -2.215
C 1.267 1.552 -2.725
C 2.047 1.761 -3.856
C 1.751 2.799 -4.729
C 0.676 3.636 -4.477
C -0.109 3.428 -3.350
C 0.182 2.391 -2.479
H 0.339 -1.025 -3.035
H 3.711 1.775 -1.147
H 6.064 1.049 -1.092
H 6.670 -1.254 -1.768
H 4.901 -2.823 -2.495
H 2.554 -2.115 -2.521
H 2.896 1.119 -4.052
H 2.366 2.956 -5.605
H 0.452 4.451 -5.152
H -0.948 4.082 -3.149
H -0.440 2.238 -1.605
S -3.651 -3.554 1.756
C -2.681 -2.414 1.546
```

## Properties
Gap between HOMO and LUMO (spin up / spin down) in eV: 7.04 / 6.40
2S+1: 2
E_HOMO (spin up / spin down) in eV: -11.132 / -11.138
Total charge: +1
E in Ha: -2313.323587
ΔE to the lowest compared entry with this formula, charge and spin in kcal per mole: 16.0

=====

- What is the formula in the fourth record?
  C26H36N2O5PdSSi